Molecular formula: C7H18
Method: DFT, ωB97M-V/def2-TZVPD

Geometry (Å):
C -1.26746 -1.14478 -0.57459
C -1.13637 0.32077 -1.01833
C -0.78639 0.33733 -2.54590
C -2.35783 1.19321 -0.99522
H -1.87453 -1.77537 -1.36909
H -1.64527 -1.19299 0.44974
H -0.26565 -1.58321 -0.41857
H -0.39659 0.93635 -0.34030
H -0.38872 1.32012 -2.82264
H 0.01343 -0.38360 -2.74895
H -1.62477 0.01896 -3.13077
H -2.21522 2.29530 -1.10884
H -3.19423 0.81856 -1.66751
H -2.77454 1.06452 -0.02440
C 2.59242 0.46083 0.89316
C 1.82368 -0.67680 1.39979
C 1.10050 -0.50995 2.77543
H 2.10270 1.34123 1.42637
H 2.47641 0.58322 -0.16593
H 3.70572 0.43333 1.11149
H 1.05204 -0.96898 0.80607
H 2.60647 -1.48617 1.32700
H 1.89973 -0.19728 3.37540
H 0.24654 0.28758 2.62322
H 0.46509 -1.39532 3.07169

Forces on atoms 1 to 3 (eV/Å):
C -0.4 -0.3 -0.5
C 1.3 1.2 -1.3
C 2.3 -0.2 1.4

Results
Charge = 0
HOMO level = -10.70 eV
ΔE to the lowest compared entry with this formula, charge and spin = 174.17 kJ/mol
E_LUMO = 1.018 eV
HOMO-LUMO gap = 11.72 eV
SMILES = CC(C)C.CCC
Max |F| = 3.5 eV/Å